{"formula": "C4H8O", "method": "ωB97M-V with the def2-TZVPD basis set", "species": ["C", "C", "C", "C", "H", "H", "H", "H", "H", "H", "O", "H", "H"], "xyz": [[0.240, -1.033, -0.470], [-0.691, -0.238, -1.012], [-1.282, 0.167, 0.322], [-0.193, -0.758, 0.953], [1.079, -1.594, -0.872], [-0.911, 0.066, -2.033], [-1.181, 1.230, 0.574], [-2.318, -0.135, 0.510], [0.565, -0.241, 1.550], [-0.585, -1.608, 1.521], [2.107, 1.234, -0.460], [1.945, 1.935, 0.180], [1.223, 0.975, -0.764]], "forces_ev_per_a": [[-0.1, 0.0, -0.1], [0.1, -0.1, -0.1], [-0.2, 0.1, 0.1], [0.1, -0.1, 0.2], [-0.2, 0.0, 0.0], [0.0, -0.1, 0.1], [0.0, -0.2, 0.0], [0.2, 0.0, -0.1], [-0.2, -0.1, 0.0], [0.1, 0.1, -0.1], [-0.1, 0.2, 0.0], [0.1, 0.0, -0.1], [0.3, 0.0, 0.1]], "de_lowest_kcal_mol": 39.2, "smiles": "C1=CCC1.O", "energy_ev": -6323.4673, "gap_ev": 10.73, "max_force_ev_per_a": 0.28, "charge": 0, "spin_multiplicity": 1}

***

{"formula": "C4H8O", "method": "ωB97M-V with the def2-TZVPD basis set", "species": ["C", "C", "C", "O", "C", "H", "H", "H", "H", "H", "H", "H", "H"], "xyz": [[2.012, -0.318, -0.020], [0.748, 0.547, -0.110], [-0.453, -0.144, 0.133], [-0.582, -1.417, 0.697], [-1.863, 0.504, 0.119], [1.427, -0.624, -0.948], [2.926, -0.015, -0.522], [2.100, -0.982, 0.840], [0.877, 1.589, 0.133], [-0.427, -1.067, -0.571], [-2.580, -0.275, 0.392], [-2.040, 1.360, 0.775], [-2.146, 0.841, -0.917]], "forces_ev_per_a": [[-2.1, 0.3, -2.5], [-0.1, -1.1, 3.5], [-1.1, 4.1, 1.9], [1.4, -0.1, -2.2], [-0.1, 0.4, -1.3], [2.0, -2.4, 0.3], [0.1, 0.8, 0.7], [-0.2, -0.1, -0.5], [-0.8, 0.6, -1.2], [-0.3, -2.2, 0.1], [0.2, 0.1, 0.0], [0.5, -0.1, 0.1], [0.4, -0.2, 0.9]], "de_lowest_kcal_mol": 137.0, "energy_ev": -6319.2291, "gap_ev": 8.16, "max_force_ev_per_a": 4.61, "charge": 0, "spin_multiplicity": 1}

***

{"formula": "C4H8O", "method": "ωB97M-V with the def2-TZVPD basis set", "species": ["C", "C", "C", "C", "O", "H", "H", "H", "H", "H", "H", "H", "H"], "xyz": [[-1.106, -0.952, 1.139], [-0.770, 0.112, 0.061], [0.556, 1.124, -0.116], [1.326, 0.258, -1.104], [0.203, -0.637, -0.938], [-1.132, -1.910, 0.589], [-0.346, -1.031, 1.917], [-2.086, -0.877, 1.646], [-1.715, 0.246, -0.511], [0.215, 2.044, -0.563], [1.053, 1.179, 0.839], [2.316, -0.177, -0.804], [1.485, 0.620, -2.154]], "forces_ev_per_a": [[0.4, 0.4, 0.0], [3.3, -1.5, -2.7], [-1.3, 0.7, 1.3], [-1.5, -0.3, 0.7], [-1.1, -2.6, -0.9], [0.1, 0.4, 0.1], [0.1, 0.0, -0.1], [0.4, 0.5, -0.4], [0.9, 0.8, 0.2], [0.2, 0.7, 0.5], [0.1, 0.8, 0.3], [-1.0, 0.2, 0.2], [-0.6, -0.1, 0.8]], "de_lowest_kcal_mol": 65.6, "smiles": "C[C@H]1CCO1", "energy_ev": -6322.3245, "gap_ev": 10.43, "max_force_ev_per_a": 4.54, "charge": 0, "spin_multiplicity": 1}

***

{"formula": "C4H8O", "method": "ωB97M-V with the def2-TZVPD basis set", "species": ["C", "C", "C", "C", "O", "H", "H", "H", "H", "H", "H", "H", "H"], "xyz": [[-1.513, -0.617, -0.165], [-0.442, 0.298, -0.151], [1.296, -0.855, -0.168], [-0.068, 1.518, 0.530], [0.029, 1.330, -0.905], [-2.276, -0.505, 0.597], [-1.771, -1.074, -1.115], [-0.093, -0.989, 0.100], [2.021, -0.158, 0.252], [1.458, -0.994, -1.239], [1.386, -1.822, 0.351], [-0.859, 2.197, 0.844], [0.882, 1.601, 1.051]], "forces_ev_per_a": [[-0.3, 0.1, -0.1], [-0.1, -0.1, 0.2], [0.2, 0.0, -0.1], [0.0, 0.1, 0.3], [0.0, 0.0, -0.2], [0.1, 0.0, -0.1], [0.0, 0.0, 0.1], [0.2, -0.1, 0.0], [-0.1, -0.1, 0.0], [0.0, 0.0, 0.1], [-0.1, 0.1, 0.0], [0.1, -0.1, -0.1], [-0.1, 0.0, -0.1]], "de_lowest_kcal_mol": 147.6, "energy_ev": -6318.7665, "gap_ev": 8.50, "max_force_ev_per_a": 0.33, "charge": 0, "spin_multiplicity": 1}

***

{"formula": "C4H8O", "method": "ωB97M-V with the def2-TZVPD basis set", "species": ["C", "C", "C", "C", "O", "H", "H", "H", "H", "H", "H", "H", "H"], "xyz": [[0.354, -1.142, 1.056], [0.897, -0.047, 0.146], [-1.375, 1.394, -0.552], [0.364, -0.068, -1.224], [-0.722, 0.566, -1.502], [0.729, -1.043, 2.079], [-0.736, -1.114, 1.095], [0.649, -2.116, 0.662], [1.982, -0.125, 0.088], [-2.116, 2.020, -1.029], [0.664, 0.930, 0.608], [-1.533, 1.259, 0.538], [0.853, -0.590, -2.041]], "forces_ev_per_a": [[-0.2, -0.3, 0.1], [0.4, 0.3, 0.2], [-0.2, -0.4, -1.1], [1.0, -0.9, 0.5], [-1.9, 2.3, 1.9], [0.0, 0.0, -0.1], [0.0, 0.0, 0.0], [-0.1, 0.0, 0.1], [0.1, -0.1, 0.1], [0.1, -0.3, -0.3], [0.1, -0.1, -0.3], [0.9, -0.7, -1.1], [-0.3, 0.2, 0.0]], "de_lowest_kcal_mol": 88.6, "energy_ev": -6321.3263, "gap_ev": [8.55, 7.52], "max_force_ev_per_a": 3.49, "charge": 0, "spin_multiplicity": 1}

***

{"formula": "C4H8O", "method": "ωB97M-V with the def2-TZVPD basis set", "species": ["C", "C", "C", "C", "O", "H", "H", "H", "H", "H", "H", "H", "H"], "xyz": [[0.079, -1.489, -1.111], [-0.139, -0.027, -0.692], [0.146, 0.177, 0.814], [-0.430, 1.726, 1.514], [0.127, 2.185, 0.530], [-0.540, -2.174, -0.522], [1.128, -1.790, -0.994], [-0.182, -1.624, -2.168], [0.491, 0.624, -1.310], [-1.175, 0.267, -0.874], [-0.381, -0.510, 1.424], [1.235, 0.139, 0.994], [-0.360, 2.498, 2.394]], "forces_ev_per_a": [[0.0, 0.1, 0.1], [-0.2, 0.4, 0.6], [-1.1, -0.9, 1.9], [4.1, -1.2, -2.7], [-0.8, 4.8, -0.7], [0.1, 0.1, -0.1], [-0.2, 0.1, 0.0], [0.0, 0.1, 0.2], [-0.2, -0.1, 0.3], [0.0, -0.1, -0.1], [-0.1, -1.6, 0.3], [-0.7, 0.3, 0.3], [-1.0, -1.8, -0.2]], "de_lowest_kcal_mol": 90.0, "smiles": "CCCC=O", "energy_ev": -6321.2632, "gap_ev": 8.82, "max_force_ev_per_a": 5.05, "charge": 0, "spin_multiplicity": 1}

***

{"formula": "C4H8O", "method": "ωB97M-V with the def2-TZVPD basis set", "species": ["C", "C", "C", "C", "O", "H", "H", "H", "H", "H", "H", "H", "H"], "xyz": [[-1.623, 1.297, -0.111], [-0.314, 0.684, 0.203], [0.110, -0.403, -0.492], [1.343, -1.255, -0.229], [2.053, -0.910, 0.972], [-1.592, 2.442, 0.032], [-1.936, 1.019, -1.151], [-2.407, 0.966, 0.659], [0.260, 0.953, 1.063], [-0.370, -0.663, -1.480], [2.116, -1.114, -0.964], [1.031, -2.308, -0.166], [1.328, -0.708, 1.664]], "forces_ev_per_a": [[-1.2, 1.7, 0.8], [0.5, -2.7, -1.2], [0.3, 0.8, -0.9], [-0.3, 0.6, 1.3], [-2.3, 0.5, 1.6], [-0.1, -1.7, -0.5], [0.1, 0.4, 1.1], [0.9, 0.3, -1.2], [0.1, 0.5, 0.5], [0.1, 0.2, 1.3], [0.0, -0.2, -0.8], [0.1, 0.1, -0.3], [1.9, -0.6, -1.5]], "de_lowest_kcal_mol": 29.7, "smiles": "C/C=C/CO", "energy_ev": -6323.8798, "gap_ev": 10.37, "max_force_ev_per_a": 3.01, "charge": 0, "spin_multiplicity": 1}

***

{"formula": "C4H8O", "method": "ωB97M-V with the def2-TZVPD basis set", "species": ["C", "C", "C", "C", "O", "H", "H", "H", "H", "H", "H", "H", "H"], "xyz": [[-1.279, -0.782, -0.067], [-0.046, 0.088, -0.172], [1.267, -0.595, 0.129], [-0.038, 1.532, 0.070], [0.108, 1.010, -1.249], [-1.372, -1.104, 0.978], [-2.202, -0.269, -0.351], [-1.180, -1.687, -0.679], [1.336, -0.890, 1.181], [2.068, 0.115, -0.096], [1.407, -1.476, -0.506], [-0.923, 2.152, 0.186], [0.855, 1.907, 0.575]], "forces_ev_per_a": [[0.0, 0.1, 0.0], [0.1, -0.2, 0.2], [0.1, 0.0, 0.0], [0.0, 0.2, 0.2], [0.0, 0.0, -0.2], [0.0, 0.0, -0.2], [0.2, 0.1, 0.0], [0.0, 0.2, 0.0], [0.0, -0.1, -0.1], [0.0, -0.2, 0.1], [-0.1, 0.1, 0.1], [-0.1, -0.3, 0.2], [-0.1, 0.2, -0.4]], "de_lowest_kcal_mol": 25.5, "smiles": "CC1(C)CO1", "energy_ev": -6324.0635, "gap_ev": 11.12, "max_force_ev_per_a": 0.45, "charge": 0, "spin_multiplicity": 1}

***

{"formula": "C4H8O", "method": "ωB97M-V with the def2-TZVPD basis set", "species": ["C", "C", "C", "C", "O", "H", "H", "H", "H", "H", "H", "H", "H"], "xyz": [[1.770, -0.449, -0.184], [0.452, 0.351, -0.247], [-0.734, -0.499, 0.068], [-1.615, 0.693, 0.338], [-0.524, 1.563, 0.630], [2.703, 0.091, -0.022], [1.714, -1.287, 0.529], [1.876, -0.935, -1.177], [0.320, 1.230, -0.848], [-1.004, -1.287, -0.639], [-0.489, -0.958, 1.035], [-2.270, 0.575, 1.203], [-2.237, 0.952, -0.540]], "forces_ev_per_a": [[-0.2, 0.5, 0.3], [-0.4, 0.5, 0.4], [-0.3, -0.3, 0.0], [-0.3, -0.3, 0.2], [0.9, -1.0, 0.9], [-0.2, 0.2, 0.1], [-0.1, 0.5, 0.0], [-0.3, 0.4, 0.3], [0.8, -1.0, -2.0], [-0.1, 0.1, -0.1], [-0.2, -0.1, -0.2], [-0.1, 0.1, -0.1], [0.4, 0.4, 0.2]], "de_lowest_kcal_mol": 76.0, "energy_ev": -6321.8724, "gap_ev": 10.22, "max_force_ev_per_a": 2.33, "charge": 0, "spin_multiplicity": 1}

***

{"formula": "C4H8O", "method": "ωB97M-V with the def2-TZVPD basis set", "species": ["C", "C", "C", "C", "O", "H", "H", "H", "H", "H", "H", "H", "H"], "xyz": [[-0.395, 0.437, 1.689], [-0.005, 0.749, 0.237], [-0.166, -0.510, -0.609], [0.593, -0.781, -1.947], [1.480, -0.139, -2.328], [-1.118, -0.361, 1.880], [0.549, 0.238, 2.154], [-0.850, 1.328, 2.193], [-0.488, 1.605, -0.206], [1.032, 1.132, 0.258], [-0.004, -1.436, -0.017], [-1.167, -0.437, -1.006], [0.539, -1.824, -2.298]], "forces_ev_per_a": [[-0.7, 1.6, 0.3], [1.3, -0.1, -0.1], [0.0, -0.2, -1.5], [-0.9, -2.1, 4.0], [2.7, 3.0, -2.0], [0.2, -0.1, -0.5], [0.2, -0.5, 0.8], [0.6, -0.6, -0.4], [-0.9, 0.0, -0.1], [-0.1, -0.6, -0.1], [-0.4, 0.5, -0.3], [-1.0, -0.7, 0.4], [-1.0, -0.2, -0.4]], "de_lowest_kcal_mol": 25.8, "smiles": "CCCC=O", "energy_ev": -6324.0478, "gap_ev": 10.60, "max_force_ev_per_a": 4.57, "charge": 0, "spin_multiplicity": 1}